No. 1
# C37H72BN8O3

A cluster of 7 separate species, C37H72BN8O3 in total in a non-equilibrium geometry (wB97M-V/def2-TZVPD, the OMol25 dataset).

Structure (XYZ):
```
121
Properties=species:S:1:pos:R:3:mulliken_charge:R:1
C 4.5460 0.0788 0.9467 -0.830
C 3.7536 1.0276 0.0243 -0.600
O 2.9694 0.3729 -0.9725 -0.232
C 3.7416 -0.3920 -1.8820 -0.454
C 3.1421 -0.3643 -3.3110 -0.624
C 1.7878 0.3341 -3.4036 -1.352
C 0.5797 -0.6040 -3.1000 -0.378
C -0.0215 -0.1861 -1.7567 -1.235
C -1.2925 -0.9264 -1.3357 0.025
N -2.4202 -0.9124 -2.3339 0.207
C -3.5388 -0.0869 -1.7179 -1.247
C -2.7301 0.9012 -0.8805 0.023
B -3.5345 1.9806 -0.0372 0.847
O -4.4070 1.6707 0.9780 -0.618
O -3.3176 3.3140 -0.3243 -0.540
C -1.9412 3.7066 -0.1705 -0.459
C -1.8578 -0.1258 -0.1177 0.274
C -2.5944 -0.9781 0.9165 -1.122
N -2.1138 -2.3610 0.8864 -0.439
H 4.1147 0.1283 1.9389 0.391
H 5.5810 0.3983 0.9555 0.138
H 4.4556 -0.9523 0.6178 0.345
H 3.0393 1.5655 0.6431 0.331
H 4.3858 1.7745 -0.4640 0.379
H 4.7829 -0.0727 -1.8976 0.345
H 3.7146 -1.4311 -1.5398 0.180
H 3.8436 0.1887 -3.9362 0.208
H 3.0900 -1.3679 -3.7231 0.413
H 1.6932 0.7072 -4.4233 0.574
H 1.7283 1.2131 -2.7716 0.511
H 0.9379 -1.6309 -3.1125 0.386
H -0.1302 -0.4379 -3.9143 0.344
H -0.1667 0.8926 -1.7939 0.338
H 0.6974 -0.3481 -0.9582 0.265
H -1.0172 -1.9553 -1.1408 0.661
H -2.1238 -0.3681 -3.1430 0.485
H -2.7914 -1.8408 -2.5373 0.124
H -4.1475 -0.7594 -1.1254 0.278
H -4.2099 0.2943 -2.4803 0.342
H -2.1999 1.4551 -1.6558 -0.145
H -4.0596 2.0874 1.7859 0.297
H -1.4175 3.1229 0.5865 0.073
H -1.8897 4.7627 0.0659 0.320
H -1.4428 3.5929 -1.1363 0.264
H -1.0269 0.3162 0.4268 0.626
H -2.4333 -0.5750 1.9174 0.045
H -3.6753 -1.0006 0.7817 0.362
H -2.5199 -2.8523 1.6760 0.337
H -1.1087 -2.4083 1.0331 0.236
C -4.9904 -3.7134 -2.0335 -0.551
C -4.6368 -5.1316 -1.5975 -0.702
C -3.1266 -5.3495 -1.4736 0.023
C -2.4380 -5.1974 -2.7537 0.214
N -1.9068 -5.0394 -3.7599 -0.504
H -4.5929 -3.4905 -3.0273 0.329
H -6.0702 -3.5808 -2.0773 0.441
H -4.5892 -2.9808 -1.3244 -0.188
H -5.0624 -5.8470 -2.3025 0.331
H -5.0952 -5.3307 -0.6277 0.368
H -2.9344 -6.3495 -1.0813 0.360
H -2.7059 -4.6402 -0.7552 -0.080
C -0.0718 3.0080 3.3272 -1.115
C -1.3465 2.5247 4.0120 0.282
C -1.1325 1.2811 4.8802 -0.363
C -0.7204 0.1276 4.0809 0.275
N -0.3855 -0.7727 3.4502 -0.483
H 0.3221 2.2555 2.6394 0.150
H -0.2670 3.9141 2.7514 0.331
H 0.7024 3.2368 4.0601 0.421
H -2.1119 2.3222 3.2545 -0.348
H -1.7321 3.3227 4.6485 0.392
H -2.0527 1.0371 5.3955 0.216
H -0.3870 1.4796 5.6453 0.387
C -5.6540 1.1671 8.5152 -1.096
C -4.7872 1.7279 9.6369 -0.430
C -3.7356 2.7258 9.1401 -0.445
C -2.7612 2.1026 8.2467 0.214
N -1.9990 1.6118 7.5407 -0.422
H -5.0579 0.6047 7.7941 0.312
H -6.4066 0.4912 8.9196 0.325
H -6.1713 1.9671 7.9819 0.303
H -4.2992 0.9073 10.1653 0.311
H -5.4261 2.2358 10.3607 0.309
H -3.2026 3.1502 9.9925 0.302
H -4.2195 3.5570 8.6239 0.268
C -8.1121 2.0241 -5.6628 -1.151
C -6.6726 2.4815 -5.4571 -0.368
C -5.6491 1.3707 -5.7198 -0.488
C -5.7863 0.2597 -4.7782 0.363
N -5.9184 -0.6190 -4.0489 -0.456
H -8.3822 1.2288 -4.9661 0.339
H -8.7991 2.8533 -5.4994 0.338
H -8.2649 1.6549 -6.6783 0.305
H -6.5532 2.8647 -4.4416 0.268
H -6.4606 3.3093 -6.1352 0.312
H -4.6389 1.7772 -5.6357 0.278
H -5.7541 0.9942 -6.7387 0.344
C 9.3131 -0.4730 1.0013 -1.048
C 9.5200 -1.0123 2.4129 -0.477
C 8.2114 -1.4226 3.0950 -0.387
C 7.3116 -0.2887 3.2940 0.298
N 6.6017 0.6048 3.4200 -0.502
H 8.7082 0.4367 1.0101 0.285
H 10.2685 -0.2298 0.5433 0.379
H 8.8175 -1.2075 0.3669 0.279
H 10.0352 -0.2627 3.0166 0.310
H 10.1718 -1.8865 2.3691 0.322
H 8.4280 -1.8715 4.0660 0.310
H 7.7030 -2.1844 2.5005 0.279
C 6.6405 -1.9884 -3.8724 -1.045
C 6.8778 -0.4998 -4.1006 -0.103
C 8.3587 -0.1416 -4.2557 -0.626
C 9.1254 -0.4169 -3.0414 0.250
N 9.7266 -0.6374 -2.0884 -0.391
H 7.1061 -2.3283 -2.9459 0.283
H 5.5720 -2.1965 -3.8018 0.207
H 7.0449 -2.5804 -4.6950 0.403
H 6.4460 0.0683 -3.2736 0.082
H 6.3531 -0.1908 -5.0070 0.327
H 8.4525 0.9194 -4.4933 0.306
H 8.7948 -0.6923 -5.0909 0.339
```

Net charge ... +1
Kohn-Sham gap ... 9.37 eV
HOMO level ... -11.535 eV
2S+1 ... 1
E_LUMO ... -0.0797 hartree



No. 2
# C4H10N2

A cluster of 2 separate species, C4H10N2 in total in a non-equilibrium geometry (wB97M-V/def2-TZVPD, the OMol25 dataset).

Structure (XYZ):
```
16
Properties=species:S:1:pos:R:3:mulliken_spin:R:1
C 0.1885 -2.8305 1.1096 0.000
C -0.5300 -2.7134 -0.0079 0.000
N -1.5810 -3.5233 -0.3796 0.000
H -0.1258 -3.4996 1.8902 0.000
H 0.9411 -2.1175 1.3754 0.000
H -0.3826 -1.8766 -0.6901 0.000
H -1.7843 -4.3699 0.1335 0.000
H -1.7235 -3.6343 -1.3676 0.000
C 1.7233 3.8123 -0.0766 0.574
C 0.3936 3.3749 -0.1350 0.124
N -0.0722 2.1807 -0.4049 0.214
H 2.5370 3.4743 -0.6911 0.033
H 1.9890 4.5446 0.6643 0.032
H -0.3579 4.1263 0.1392 0.024
H 0.5379 1.5383 -0.9031 0.001
H -1.0127 2.1539 -0.7878 -0.001
```

ΔE to the lowest compared entry with this formula, charge and spin ... 58.9 kcal/mol
Net charge ... +1
Kohn-Sham gap (alpha / beta) ... 5.76 / 2.75 eV
HOMO level (alpha / beta) ... -10.529 / -10.527 eV
2S+1 ... 2
E_LUMO (alpha / beta) ... -0.1754 / -0.2856 hartree



No. 3
# C13H44N8O9

A cluster of 9 separate species, C13H44N8O9 in total in a non-equilibrium geometry (wB97M-V/def2-TZVPD, the OMol25 dataset).

Structure (XYZ):
```
74
Properties=species:S:1:pos:R:3:mulliken_charge:R:1
C 6.7292 14.9956 10.2624 0.594
O 5.9512 14.0176 10.1497 -0.822
N 6.5486 16.1224 9.4554 -0.507
N 7.7692 14.8638 11.1421 -0.319
H 7.3909 16.5832 9.2791 0.251
H 5.9115 15.7752 8.7049 0.272
H 7.9482 13.9419 11.4915 0.168
H 8.4714 15.5806 11.2731 0.186
C 5.1182 14.0381 6.6421 0.595
O 5.8481 15.0587 6.8665 -0.821
N 4.9171 13.1191 7.6220 -0.130
N 4.4871 13.8002 5.4135 -0.612
H 4.1210 12.5150 7.4885 0.251
H 5.3265 13.2297 8.5282 0.158
H 4.8972 14.3809 4.7059 0.320
H 4.6637 12.8351 5.1645 0.232
C 11.3175 8.0112 9.1990 0.491
O 11.9801 7.5812 8.2570 -0.692
N 11.6702 7.7808 10.5116 -0.389
N 10.2412 8.8192 8.9168 0.076
H 12.4266 7.0629 10.4787 0.247
H 10.8505 7.7223 11.1233 0.300
H 10.0766 8.9448 7.9563 0.093
H 9.5337 9.0508 9.5559 0.070
C 7.6168 10.7712 10.4488 0.162
O 8.0928 9.7139 10.8260 -0.800
N 8.3674 11.6244 9.6435 0.614
N 6.3857 11.2348 10.7773 -0.220
H 9.3854 11.5658 9.6665 -0.047
H 7.9541 12.4102 9.1069 -0.232
H 6.2385 12.2230 10.7546 0.162
H 5.9037 10.6195 11.4355 0.240
C 13.0498 10.9242 7.4429 -0.749
O 12.4734 11.5913 8.5644 -0.429
H 12.4285 10.0699 7.1909 0.246
H 13.1049 11.5599 6.5545 0.256
H 14.0157 10.5203 7.7342 0.335
H 12.1793 10.8294 9.0143 0.271
C 5.9808 9.7586 5.2869 -1.228
C 6.8751 10.4144 6.3375 0.625
O 7.5493 9.3606 7.1026 -0.519
H 5.3757 10.5075 4.7572 0.269
H 5.3220 8.9357 5.6553 0.289
H 6.5274 9.3547 4.4909 0.423
H 6.2811 10.9038 7.1161 -0.012
H 7.5656 11.1810 5.9667 -0.104
H 8.1705 8.8623 6.5663 0.276
C 10.0765 15.1274 6.0768 -1.278
C 9.4214 13.7307 6.3135 -0.406
O 8.4046 13.7824 7.2917 -0.002
H 10.3087 15.5087 7.0559 0.263
H 9.2840 15.7533 5.5771 0.329
H 11.0113 15.1024 5.5525 0.420
H 10.0751 12.9862 6.6921 0.443
H 9.1272 13.3238 5.3562 0.275
H 7.7200 14.3840 6.9175 0.046
C 12.9894 14.6678 11.1653 -1.254
C 11.8171 13.8553 11.5852 0.215
O 12.2012 12.5214 11.6664 -0.496
H 13.7409 14.6577 11.9428 0.300
H 12.7715 15.7199 11.0827 0.373
H 13.4190 14.3952 10.2253 0.381
H 10.9228 13.9599 11.0353 -0.025
H 11.6085 14.1996 12.6447 0.257
H 12.6218 12.2572 10.8333 0.280
C 8.8988 9.6867 14.0974 -0.971
C 9.7017 8.4557 13.7717 -0.199
O 9.4950 7.8090 12.5904 -0.592
H 8.7975 9.8755 15.1639 0.402
H 7.8453 9.5841 13.7535 0.235
H 9.2924 10.6054 13.6801 0.191
H 9.5880 7.6709 14.5405 0.280
H 10.7530 8.7436 13.8638 0.233
H 8.8958 8.3326 12.0208 0.459
```

SMILES ... NC(N)=O.NC(N)=O.NC(N)=O.NC(N)=O.CCO.CCO.CCO.CCO.CO
ΔE to the lowest compared entry with this formula, charge and spin ... 0.0 kcal/mol
Kohn-Sham gap ... 9.59 eV
HOMO level ... -9.261 eV
2S+1 ... 1
E_LUMO ... 0.0119 hartree



No. 4
# C26H51N7O6P

A cluster of 3 separate species, C26H51N7O6P in total in a non-equilibrium geometry (wB97M-V/def2-TZVPD, the OMol25 dataset).

Structure (XYZ):
```
91
Properties=species:S:1:pos:R:3:mulliken_charge:R:1
C 2.2521 8.2919 -1.5326 -0.683
O 1.9331 6.9380 -1.7679 -0.398
C 0.7610 6.4463 -1.1507 -0.377
C 0.4117 7.0176 0.2165 -0.516
C -0.6930 6.1859 0.8938 -0.550
C -0.4703 5.9852 2.3918 -0.865
C 0.7555 5.1507 2.7873 -1.094
C 0.9469 3.8568 1.9939 -0.131
C 0.0242 2.7174 2.4665 -0.904
C -0.6027 1.8998 1.3174 -0.570
C -0.1642 0.4386 1.3484 -0.814
N -0.1906 -0.2222 0.0022 1.665
C -1.5407 -0.2962 -0.6226 -1.294
C -1.8849 0.9317 -1.4523 -0.759
C -0.9874 1.1514 -2.6472 0.254
N -1.0679 0.1985 -3.6394 -0.320
O -0.2131 2.0646 -2.6673 -0.554
C 0.4239 -1.4476 0.1710 -2.149
N -0.3174 -2.5162 0.4562 0.638
P 0.2034 -4.1665 0.5090 0.553
O 1.0800 -4.5320 -0.5831 -0.547
O 0.7668 -4.3883 1.9556 -0.494
O -1.2316 -4.8457 0.5662 -0.579
N 1.7645 -1.6039 0.1171 0.690
C 2.3722 -1.7929 1.5031 -0.780
N 3.3526 -0.7666 1.7542 -0.462
C 2.4365 -0.6675 -0.8050 -1.218
C 1.9338 -0.9406 -2.2252 1.886
C 2.5476 -2.2226 -2.7919 -1.798
O 2.3018 0.1140 -3.0880 -0.611
H 3.0168 8.5650 -2.2568 0.275
H 1.3927 8.9511 -1.6856 0.295
H 2.6620 8.4476 -0.5312 0.245
H -0.0919 6.5661 -1.8332 0.260
H 0.9226 5.3712 -1.0346 0.209
H 0.0639 8.0465 0.1276 0.511
H 1.3048 7.0121 0.8452 0.285
H -1.6472 6.7039 0.7753 0.499
H -0.8194 5.2312 0.3748 0.071
H -0.3448 6.9768 2.8364 0.362
H -1.3780 5.5759 2.8424 0.414
H 0.6362 4.8785 3.8408 0.401
H 1.6675 5.7460 2.7411 0.448
H 0.7981 4.0401 0.9300 -0.198
H 1.9915 3.5524 2.0937 0.398
H -0.7831 3.1605 3.0528 0.537
H 0.5722 2.0656 3.1498 0.461
H -0.2525 2.3104 0.3702 0.311
H -1.6896 1.9771 1.3492 0.409
H -0.7609 -0.1521 2.0568 0.145
H 0.8732 0.4299 1.6902 0.437
H -2.3134 -0.4036 0.1510 0.342
H -1.5744 -1.1869 -1.2506 0.734
H -1.8466 1.8438 -0.8718 0.160
H -2.9192 0.8083 -1.7894 0.593
H -0.4959 0.4664 -4.4338 0.315
H -2.0069 -0.0341 -3.9350 0.246
H -1.3048 -2.3632 0.6217 0.547
H 0.1648 -4.2013 2.6922 0.382
H -1.4302 -5.2594 -0.2905 0.304
H 2.7529 -2.8142 1.5621 0.431
H 1.5882 -1.6974 2.2535 0.468
H 4.1934 -0.9438 1.2166 0.246
H 3.6378 -0.8272 2.7258 0.258
H 3.4937 -0.9330 -0.8110 0.557
H 2.3714 0.3757 -0.4976 0.381
H 0.8409 -1.0559 -2.2355 -0.510
H 1.8402 -2.7553 -3.4242 0.463
H 2.8607 -2.8985 -1.9978 0.304
H 3.4088 -1.9414 -3.3957 0.414
H 2.1433 0.9710 -2.6740 0.379
N -4.1406 -2.8350 3.0452 -0.003
C -4.6330 -3.0041 4.3098 -0.482
C -3.8561 -3.9326 4.9466 -0.638
C -2.8551 -4.3465 4.0287 -0.297
C -3.0554 -3.6528 2.8630 -0.413
H -4.5317 -2.2187 2.3575 0.196
H -5.4951 -2.4560 4.6481 0.401
H -3.9946 -4.2848 5.9542 0.414
H -2.0845 -5.0800 4.2050 0.430
H -2.5127 -3.6829 1.9378 0.368
N -0.7481 -7.7208 -2.8522 0.040
C 0.0885 -6.6612 -3.1028 -0.635
C 0.3396 -6.6426 -4.4484 -0.400
C -0.3723 -7.7257 -5.0317 -0.551
C -1.0321 -8.3714 -4.0228 -0.471
H -1.0892 -7.9978 -1.9512 0.188
H 0.4444 -6.0186 -2.3148 0.642
H 0.9678 -5.9327 -4.9600 0.415
H -0.3910 -8.0018 -6.0722 0.392
H -1.6711 -9.2372 -4.0373 0.392
```

Net charge ... +1
Kohn-Sham gap ... 6.64 eV
HOMO level ... -10.072 eV
2S+1 ... 1
E_LUMO ... -0.1261 hartree



No. 5
# C6H9BrS

An isolated molecule of C6H9BrS in a non-equilibrium geometry (wB97M-V/def2-TZVPD, the OMol25 dataset).

Structure (XYZ):
```
17
Properties=species:S:1:pos:R:3:mulliken_charge:R:1
C 1.0412 -1.4500 -1.1943 -0.521
C 1.3926 -2.1983 -0.1448 -0.300
C -0.4688 -1.0353 -1.3714 -0.791
C -0.9547 0.0369 -0.4218 0.053
C -0.7788 1.8134 1.3970 -1.163
C -0.2309 0.6189 0.5431 0.211
S 0.3452 -2.6896 1.2431 -0.161
Br -2.9054 0.1481 -0.4698 -0.183
H 1.7347 -1.1408 -2.0256 0.298
H 2.3112 -2.5430 0.1176 0.450
H -0.7724 -0.6286 -2.3717 0.437
H -1.0299 -2.0749 -1.4647 0.335
H -1.8642 1.5682 1.7846 0.298
H -0.7761 2.7039 0.7189 0.267
H -0.1714 2.0628 2.2419 0.344
H -0.8615 -2.6886 0.7121 0.127
H 0.8733 0.4236 0.3681 0.302
```

SMILES ... C/C=C(\Br)C/C=C\S
ΔE to the lowest compared entry with this formula, charge and spin ... 51.0 kcal/mol
Kohn-Sham gap ... 9.46 eV
HOMO level ... -8.759 eV
2S+1 ... 1
E_LUMO ... 0.0258 hartree